Entry from OMol25: a structure of composition C6H12N3 (ωB97M-V with the def2-TZVPD basis set).

The net charge is +1. Its energy relative to the best compared isomer or geometry (same formula, charge and spin) is 5.875 eV. The gap between HOMO and LUMO (alpha / beta) is 7.9514 / 7.9501 eV.

Each line ends with the Löwdin charge.
Cartesian coordinates (Å):
C1 -0.28629 -1.99460 0.50640  0.121
C2 -0.91551 0.20559 -0.31320  -0.093
C3 0.64816 1.12934 0.26638  -0.117
C4 -0.97877 1.21883 2.16238  -0.015
C5 -1.39027 -1.69147 -1.56092  -0.003
C6 2.83108 1.37520 -0.84962  -0.079
N1 -0.48767 1.05373 0.84969  -0.033
N2 -0.77055 -1.12224 -0.36550  -0.182
N3 1.75192 1.29678 -0.05025  0.147
H1 -0.56804 -3.04124 0.51555  0.104
H2 -1.47812 0.70251 -1.17325  0.173
H3 -0.54349 2.13683 2.56188  0.114
H4 -2.09102 1.05616 2.25540  0.137
H5 -0.62597 0.56426 2.87181  0.054
H6 -1.32200 -2.74628 -1.67065  0.100
H7 -2.42206 -1.45863 -1.55865  0.103
H8 -1.04348 -1.41290 -2.48950  0.086
H9 3.58074 0.62057 -0.73083  0.099
H10 2.64549 1.32607 -1.87023  0.080
H11 3.35024 2.35416 -0.76508  0.122
H12 0.11561 -1.57265 1.40818  0.084



Entry from OMol25: a structure of composition C42H48ClF6N9O6PtS3 (ωB97M-V with the def2-TZVPD basis set).

The net charge is +2. Its energy relative to the best compared isomer or geometry (same formula, charge and spin) is 0.000 eV. The gap between HOMO and LUMO is 6.3252 eV.

Each line ends with the Löwdin charge.
Cartesian coordinates (Å):
Pt1 -0.37446 0.11002 0.51038  1.569
C1 0.77311 -6.22645 3.33218  -0.024
C2 0.40496 -4.79937 3.04524  -0.249
C3 0.68608 -3.78493 3.96170  -0.004
C4 0.41350 -2.46844 3.66813  -0.013
C5 -0.21498 -2.10385 2.47159  -0.252
N1 -0.58500 -0.77357 2.26145  -0.108
C6 -1.00197 -0.00008 3.35029  -0.258
C7 -1.91498 -0.57977 4.24523  0.001
C8 -2.36801 0.07468 5.36823  -0.005
C9 -1.95279 1.37657 5.65393  -0.252
C10 -2.44782 2.11814 6.86330  -0.027
C11 -1.08798 1.97678 4.75644  0.021
C12 -0.60738 1.31094 3.62774  -0.140
N2 0.16232 2.09100 2.70683  -0.029
C13 0.85533 3.21963 2.96686  0.003
C14 1.55557 3.57507 1.83927  0.019
C15 1.25472 2.59727 0.90347  -0.094
N3 0.43839 1.69777 1.44730  -0.114
C16 -0.49887 -3.11357 1.56114  -0.113
C17 -0.16463 -4.43718 1.83768  0.025
N4 -1.10489 -2.82585 0.29628  -0.003
C18 -1.65070 -3.73548 -0.52966  0.005
C19 -1.92674 -3.13473 -1.73579  0.018
C20 -1.52088 -1.82239 -1.57556  -0.159
N5 -1.04473 -1.62691 -0.34274  -0.094
H1 0.58263 -6.47575 4.37510  0.090
H2 1.83573 -6.39167 3.14425  0.096
H3 0.21180 -6.91893 2.70720  0.085
H4 1.15974 -4.03136 4.90384  0.133
H5 0.66893 -1.68886 4.37244  0.133
H6 -2.25011 -1.58805 4.03939  0.134
H7 -3.06308 -0.42643 6.03006  0.128
H8 -2.87880 1.43469 7.59189  0.087
H9 -3.21974 2.84057 6.58978  0.089
H10 -1.63994 2.66546 7.34798  0.091
H11 -0.79070 2.99975 4.94621  0.119
H12 0.85321 3.67121 3.94213  0.139
H13 2.22539 4.40779 1.72304  0.124
H14 1.60813 2.46780 -0.10116  0.100
H15 -0.32171 -5.20821 1.09686  0.119
H16 -1.82313 -4.74567 -0.20733  0.141
H17 -2.36193 -3.58859 -2.60779  0.125
H18 -1.54876 -1.01496 -2.28223  0.067
O1 -0.36800 1.47600 -1.13649  -0.651
S1 -0.75010 1.33637 -2.63689  1.054
C21 0.66539 2.03121 -3.54156  -0.272
C22 0.24480 3.39857 -4.08400  -0.193
C23 -0.80389 3.95146 -3.12293  -0.209
C24 -1.77321 2.79769 -2.90690  -0.287
H19 0.97897 1.30838 -4.29145  0.106
H20 1.44110 2.10501 -2.78108  0.073
H21 -0.18328 3.29073 -5.08169  0.125
H22 1.11425 4.04834 -4.17097  0.130
H23 -1.31786 4.82258 -3.52600  0.129
H24 -0.34937 4.23959 -2.17231  0.120
H25 -2.36035 2.58763 -3.80484  0.114
H26 -2.44511 2.88492 -2.05428  0.078
C25 -6.79233 5.26638 0.26279  -0.028
C26 -6.12655 3.88395 0.33656  -0.490
C27 -7.15407 2.84636 -0.13567  -0.037
C28 -4.95416 3.92071 -0.65759  -0.039
C29 -5.66365 3.55583 1.80030  -0.434
O2 -6.73813 3.69965 2.71918  0.012
C30 -4.46281 4.39225 2.28099  -0.111
C31 -4.78829 5.83750 2.71863  -0.121
C32 -3.82194 6.86784 2.18361  -0.229
C33 -4.28047 8.06608 1.64884  -0.029
C34 -3.40222 9.02031 1.15402  -0.085
C35 -2.04123 8.77735 1.20133  -0.672
Cl1 -0.92815 9.95008 0.58284  0.691
C36 -1.55605 7.59618 1.74125  -0.104
C37 -2.44717 6.65224 2.22273  -0.049
C38 -5.38910 2.04904 2.03400  -0.021
N6 -4.28153 1.43045 1.29559  -0.052
C39 -2.98192 1.49711 1.52722  -0.064
N7 -2.34977 0.70419 0.65453  -0.039
C40 -3.36058 0.19992 -0.12014  -0.150
N8 -4.53360 0.60861 0.25609  0.168
H27 -7.16121 5.41912 -0.75236  0.100
H28 -6.09492 6.07749 0.47049  0.071
H29 -7.66247 5.35693 0.91645  0.099
H30 -7.60526 3.18212 -1.06994  0.094
H31 -7.95532 2.72520 0.59430  0.100
H32 -6.70323 1.87252 -0.32871  0.068
H33 -5.35705 4.00796 -1.66855  0.099
H34 -4.34795 3.01374 -0.63270  0.051
H35 -4.30436 4.78237 -0.48922  0.088
H36 -7.10227 4.58927 2.66108  0.092
H37 -3.70576 4.41534 1.49476  0.097
H38 -4.01762 3.87432 3.13786  0.113
H39 -4.80539 5.88468 3.80936  0.133
H40 -5.79084 6.12659 2.40847  0.088
H41 -5.34528 8.26525 1.61464  0.120
H42 -3.76994 9.94735 0.73663  0.114
H43 -0.48924 7.43383 1.78512  0.101
H44 -2.06258 5.73074 2.64723  0.104
H45 -6.26432 1.46562 1.77058  0.134
H46 -5.19691 1.91054 3.09695  0.146
H47 -2.54960 2.09971 2.30173  0.139
H48 -3.22565 -0.48814 -0.93445  0.106
F1 3.14845 0.35008 -3.27486  0.154
C41 3.34139 0.36011 -1.95816  -0.665
F2 4.58075 0.05052 -1.70056  0.203
F3 3.04941 1.58333 -1.50411  0.117
S2 2.12847 -0.91418 -1.28692  0.665
O3 0.98405 -0.76928 -2.13807  -0.334
O4 2.87091 -2.12293 -1.22824  -0.206
N9 1.60684 -0.48377 0.23081  -0.395
S3 2.79639 -0.43038 1.42313  0.677
O5 2.17524 -0.04681 2.64557  -0.245
O6 3.89240 0.29582 0.87780  -0.230
C42 3.46119 -2.18078 1.68455  -0.671
F4 3.66591 -2.30779 2.98619  0.172
F5 4.59978 -2.30157 1.04286  0.187
F6 2.60322 -3.10000 1.27603  0.159



Entry from OMol25: an isolated molecule of C10H18N2O5 (ωB97M-V with the def2-TZVPD basis set).

Its energy relative to the best compared isomer or geometry (same formula, charge and spin) is 1.289 eV. The structure (SMILES) is CC(C)[C@H](N)C(=O)N[C@@H](CCC(=O)O)C(=O)O. The gap between HOMO and LUMO is 9.8707 eV.

Each line ends with the Löwdin charge.
Cartesian coordinates (Å):
C1 4.04931 0.55158 -0.82809  -0.079
C2 2.54384 0.45138 -0.49127  -0.384
C3 2.09530 1.81636 -0.10758  -0.091
C4 2.26642 -0.54314 0.70281  -0.289
N1 2.81421 -1.85058 0.39950  0.071
C5 0.79550 -0.50878 1.15291  -0.427
O1 0.40967 0.19419 2.08159  0.071
N2 -0.06874 -1.26439 0.41114  0.108
C6 -1.54344 -1.24022 0.46906  -0.199
C7 -2.15220 0.15630 0.27277  -0.142
C8 -3.64754 0.22748 0.11616  -0.076
C9 -4.07825 1.67867 0.25920  -0.602
O2 -4.85081 2.09823 1.03509  0.148
O3 -3.46832 2.41773 -0.62111  0.134
C10 -2.06399 -2.18480 -0.64013  -0.457
O4 -2.97752 -2.96587 -0.53946  0.134
O5 -1.54165 -1.84616 -1.86022  0.098
H1 4.41212 -0.42881 -1.12507  0.061
H2 4.65327 0.86428 0.09022  0.106
H3 4.23810 1.34969 -1.55417  0.075
H4 2.01748 0.07494 -1.39504  0.139
H5 2.32449 2.66830 -0.73889  0.086
H6 1.03493 1.82773 0.00008  0.059
H7 2.45048 2.04459 0.89168  0.094
H8 2.86665 -0.18183 1.53549  0.149
H9 2.36202 -2.30142 -0.33754  0.048
H10 2.79159 -2.39183 1.25085  0.091
H11 0.32957 -1.98326 -0.15767  0.120
H12 -1.87630 -1.64690 1.41975  0.159
H13 -1.70068 0.80755 1.06510  0.142
H14 -1.67189 0.53595 -0.63010  0.117
H15 -4.02876 -0.27952 -0.80552  0.151
H16 -4.13411 -0.29387 0.91584  0.124
H17 -3.81526 3.32072 -0.47175  0.149
H18 -0.83549 -1.17428 -1.76562  0.109



Entry from OMol25: a cluster of 7 separate species, C19H25Cl24N2O5 in total (ωB97M-V with the def2-TZVPD basis set).

The net charge is +1. Its energy relative to the best compared isomer or geometry (same formula, charge and spin) is 0.000 eV. The gap between HOMO and LUMO is 8.4685 eV.

Each line ends with the Löwdin charge.
Cartesian coordinates (Å):
C1 1.95770 -1.98572 2.83741  -0.144
C2 2.90508 -0.68052 2.71494  -0.210
C3 3.00744 -0.08075 1.21752  -0.216
O1 1.70138 0.28998 0.65466  -0.173
C4 1.83771 0.01516 -0.77646  -0.129
N1 0.78710 0.67959 -1.59591  0.111
C5 0.69553 2.02563 -2.09543  -0.057
C6 1.72696 3.22726 -1.85572  -0.113
O2 2.55377 3.08803 -0.68631  -0.186
C7 1.82708 3.39263 0.53743  -0.240
C8 1.59688 4.97677 0.78462  -0.081
N2 -0.46840 2.34714 -2.91477  0.206
C9 -1.21364 1.09412 -2.93312  -0.116
O3 -2.43205 0.75540 -3.58525  -0.041
C10 -0.43544 0.05659 -2.09590  -0.103
O4 -0.95752 -1.25728 -1.97763  -0.066
C11 -1.16975 -1.63696 -0.58899  -0.112
C12 -2.60232 -1.21526 0.00848  -0.334
C13 -2.45505 -1.26050 1.63075  -0.078
O5 -3.03370 0.11938 -0.36051  -0.114
H1 1.60820 -2.20243 3.90777  0.045
H2 2.60143 -2.89159 2.51947  0.050
H3 1.08879 -1.86847 2.10020  0.057
H4 2.61831 0.12938 3.49508  0.108
H5 3.97182 -1.02859 2.98719  0.065
H6 3.40585 -0.93307 0.53711  0.081
H7 3.77465 0.77041 1.18829  0.117
H8 1.75561 -1.12429 -0.94730  0.173
H9 2.87243 0.43857 -1.08409  0.105
H10 1.08938 4.19357 -1.78844  0.136
H11 2.42267 3.38936 -2.76865  0.159
H12 2.47451 2.98362 1.40559  0.135
H13 0.81003 2.85422 0.61495  0.089
H14 0.75784 5.36231 0.10691  0.071
H15 2.54152 5.60054 0.60625  0.092
H16 1.25494 5.15610 1.87661  0.066
H17 -0.72740 3.22213 -3.38892  0.185
H18 -2.82206 -0.00023 -3.07006  0.070
H19 -0.30408 -1.32102 0.11745  0.115
H20 -1.14910 -2.79749 -0.56739  0.161
H21 -3.45215 -1.94952 -0.26161  0.158
H22 -3.22034 -0.59774 2.16820  0.091
H23 -1.40591 -0.88939 1.95084  0.052
H24 -2.52476 -2.35771 1.98623  0.077
H25 -4.02203 0.16569 -0.40119  0.123
C14 -1.14440 -1.07010 5.71565  -1.989
Cl1 -0.09082 -1.40935 7.10507  0.539
Cl2 -0.33405 0.07871 4.62557  0.493
Cl3 -1.47712 -2.58200 4.84324  0.541
Cl4 -2.67349 -0.37015 6.29041  0.522
C15 6.68082 -0.23439 -0.43172  -1.997
Cl5 8.15734 -0.52389 -1.37391  0.551
Cl6 7.08588 0.67118 1.04196  0.540
Cl7 5.52475 0.70729 -1.40343  0.543
Cl8 5.94578 -1.78989 0.00995  0.510
C16 -2.45769 3.32539 3.01672  -1.993
Cl9 -4.09536 3.99646 2.85830  0.536
Cl10 -1.31460 4.63430 3.39166  0.534
Cl11 -2.42964 2.12583 4.32728  0.472
Cl12 -1.98782 2.54804 1.48787  0.536
C17 -3.66337 -1.32698 -6.27693  -1.992
Cl13 -2.63862 -1.73489 -4.88193  0.584
Cl14 -2.81582 -0.15743 -7.31187  0.533
Cl15 -4.00939 -2.79953 -7.20753  0.529
Cl16 -5.18720 -0.61548 -5.70310  0.506
C18 -8.98420 -2.26857 -6.72840  -2.023
Cl17 -7.56680 -2.21391 -7.79888  0.490
Cl18 -9.09607 -3.87411 -5.97539  0.519
Cl19 -8.81904 -1.03083 -5.46265  0.496
Cl20 -10.45411 -1.95446 -7.67493  0.527
C19 5.32080 -4.07861 4.26176  -2.001
Cl21 4.26239 -3.05026 5.25383  0.545
Cl22 5.39003 -3.42285 2.61405  0.496
Cl23 6.95207 -4.10340 4.96328  0.540
Cl24 4.67081 -5.73122 4.21375  0.532